87
Properties=species:S:1:pos:R:3:forces:R:3 method="wB97M-V/def2-TZVPD" relative_energy_kj_mol=229.8 multiplicity=3 lumo_energy_ev="-7.1 / -6.5" gap_ev="6.308 / 7.163" charge=+2
C -2.3080 2.4448 -1.7473 -0.076 -0.009 -0.034
H -4.0610 3.4424 -1.2296 -0.002 0.001 0.002
H 2.4977 -2.1707 -4.0370 0.043 -0.035 0.030
H -1.2544 2.5559 -3.5925 -0.003 -0.005 -0.006
H -2.1856 0.1832 3.5773 -0.007 -0.008 0.001
H -4.1360 1.4967 4.3456 -0.002 -0.006 0.002
H -1.7937 0.0471 -3.5249 -0.005 -0.001 0.012
H 1.3439 -0.4447 4.7233 0.000 0.014 -0.001
N -3.3599 2.7616 -0.9819 -0.018 -0.030 0.032
H 0.4071 -4.0366 -3.1902 0.018 -0.014 0.010
H -0.2219 -3.5261 -4.7519 -0.010 -0.014 0.010
C -2.1804 1.2633 3.5018 0.025 -0.062 0.010
H 3.0347 0.0511 6.4426 -0.003 0.004 -0.002
H 2.4875 -3.7791 -2.1329 0.006 -0.002 -0.006
H 0.9835 -4.7943 0.3528 -0.014 -0.032 -0.006
H -4.1061 3.9628 4.1822 0.000 -0.001 0.006
C 3.0640 2.1992 -2.5407 -0.114 -0.121 0.053
H -1.5444 -4.6973 0.3128 0.005 0.007 0.003
H -2.3351 -2.3697 1.9579 -0.003 -0.022 -0.024
As 0.1143 -1.4125 -0.8379 -0.089 0.215 -0.151
H -1.3041 -3.6227 -3.3663 -0.042 0.026 0.005
H -3.8195 -2.7478 1.0768 -0.006 0.009 0.009
H 3.5784 2.9788 -1.9903 0.037 -0.002 -0.009
C -3.2557 3.3873 3.8408 0.000 0.007 -0.007
O 0.9202 1.6091 -3.3557 -0.220 -0.130 -0.016
C -3.2749 2.0027 3.9294 -0.007 0.015 -0.005
H 2.9360 -0.3659 0.8026 -0.030 0.005 0.003
H -0.6294 0.3119 -4.8319 -0.008 -0.003 0.009
C 1.8295 -1.3362 -4.2320 0.008 0.079 -0.038
H -4.0673 2.1229 0.9571 -0.003 -0.004 -0.004
C 1.5941 2.5074 -2.7117 0.210 0.323 -0.124
H 3.4995 -2.3326 -2.0015 0.021 0.055 -0.021
Si 2.0743 -2.5975 0.0375 0.009 -0.002 -0.052
H -0.9232 -4.5315 -1.3276 0.075 -0.059 -0.068
H -2.6400 -4.8078 -1.0602 -0.006 0.033 0.005
C -2.1375 4.0392 3.3323 -0.019 -0.013 0.007
C 2.8818 0.7430 5.6253 0.022 0.023 0.010
H 4.1530 -1.6542 0.8979 -0.006 0.011 0.003
C -3.3317 2.0184 0.1793 -0.060 -0.013 -0.015
H -3.2614 -1.0787 1.1696 -0.016 -0.017 0.054
C -3.1998 -1.7844 -1.8882 -0.014 -0.019 -0.031
H 3.5820 1.9478 -3.4601 -0.031 -0.001 -0.022
H -4.2038 -2.1734 -1.6898 0.005 -0.016 -0.028
C 1.9280 0.4642 4.6596 0.033 -0.016 -0.038
H 2.3308 -0.3947 -4.0198 -0.025 0.005 0.005
S 0.0013 -0.9489 2.3403 -0.037 0.032 -0.023
C 1.4256 -4.0400 1.0027 -0.096 0.020 0.004
Si -2.1123 -2.4676 -0.5415 0.103 -0.035 -0.015
N 2.8244 0.9853 -1.6735 -0.052 0.084 -0.055
C 3.6357 1.9050 5.5440 -0.011 -0.028 0.019
H -1.7403 -1.0603 -4.8848 0.006 -0.001 -0.009
H 2.2597 -4.5067 1.5341 0.016 0.020 -0.012
H -1.8499 0.5138 0.7818 0.025 -0.011 -0.015
H -2.1158 5.1195 3.2791 0.001 0.001 0.001
C -2.0431 3.0802 -3.0632 0.017 -0.010 0.006
H -3.2658 -0.6962 -1.8448 0.015 0.003 0.008
H -2.9449 3.0638 -3.6758 -0.001 0.012 0.001
H -0.1750 3.8208 2.5141 -0.024 -0.005 -0.005
O 0.9925 3.1788 -1.8496 0.059 0.242 -0.101
H 2.3383 3.2278 2.7188 -0.007 0.006 -0.027
C 3.0961 -1.4159 1.0496 0.067 0.026 0.017
W 0.4501 0.9911 -1.3996 0.094 -0.308 0.461
C -2.9267 -2.1109 1.0833 -0.008 0.010 0.034
C -1.0437 3.3056 2.9060 0.014 -0.003 0.011
H 3.1964 0.1496 -2.1120 0.048 -0.025 0.027
S 1.0555 1.9550 0.6939 0.107 -0.179 0.070
H -1.7374 4.1183 -2.9281 0.015 0.000 0.000
C 1.7277 1.3525 3.6017 -0.005 -0.072 0.083
C -1.7560 -4.2898 -0.6773 -0.055 -0.012 0.097
H 3.2630 1.1038 -0.7654 0.021 -0.038 0.000
P 0.3840 0.9632 2.4592 -0.072 -0.002 0.080
C -0.2958 -3.3576 -3.6712 0.034 -0.010 -0.054
C -1.1217 -0.4471 -4.2242 -0.002 0.036 -0.015
H 4.3791 2.1212 6.2997 -0.002 -0.001 -0.006
N -1.5982 1.5008 -1.1235 0.060 0.099 -0.092
C 3.0583 -3.1573 -1.4430 -0.015 -0.096 0.033
C 2.4823 2.5225 3.5262 -0.016 0.022 0.005
C -1.0661 1.9130 2.9826 0.069 0.160 0.000
H 0.6899 -3.7348 1.7482 0.024 -0.028 -0.006
H -2.9238 -2.0844 -2.8971 -0.015 0.010 0.003
C 3.4352 2.7926 4.4964 -0.026 0.018 -0.044
H 2.8617 -1.5226 2.1084 0.024 -0.008 -0.017
H 4.0204 3.7003 4.4346 -0.005 -0.004 -0.004
C -2.2390 1.2345 0.0845 -0.036 0.032 -0.124
H 3.8879 -3.7655 -1.0681 -0.012 0.004 -0.010
H 1.6262 -1.3293 -5.3092 0.012 -0.026 0.009
Si 0.1589 -1.5662 -3.4400 -0.010 -0.111 0.092

14
Properties=species:S:1:pos:R:3:forces:R:3 method="wB97M-V/def2-TZVPD" relative_energy_kj_mol=53.9 lumo_energy_ev=1.0 gap_ev=10.749 smiles="CC(=O)NCN"
C 1.0053 -0.7069 -0.9316 -0.158 -1.220 0.410
H 1.8129 -0.1402 -0.4803 -0.040 0.460 -0.239
H -2.0779 1.4981 1.4717 -0.309 -0.397 -0.255
C -1.7807 1.4273 0.4223 0.271 0.706 0.443
O 0.4482 0.9115 1.1912 0.137 0.572 0.425
H 1.1671 -0.8736 -1.9883 0.230 0.021 -0.218
N -0.2213 0.0090 -0.7736 -0.504 0.880 0.751
H -1.7297 2.4630 0.0973 0.289 0.187 -0.165
H 1.8575 -2.4431 -0.3254 -0.114 -0.215 -0.010
N 0.9231 -2.0451 -0.2663 0.150 0.830 -0.145
H -1.0754 -0.4145 -1.1002 0.215 -0.126 -0.421
C -0.4201 0.8007 0.3589 0.227 -1.171 -0.902
H 0.8030 -1.8181 0.7187 -0.034 -0.239 0.066
H -2.4768 0.9552 -0.2574 -0.362 -0.288 0.261

24
Properties=species:S:1:pos:R:3:forces:R:3 method="wB97M-V/def2-TZVPD" relative_energy_kj_mol=179.3 lumo_energy_ev=0.0 gap_ev=6.415
H 2.3968 4.0960 0.2401 0.350 0.577 0.039
H -0.8536 -2.4125 0.4350 -0.048 0.723 0.594
C -2.7568 -0.9840 -0.9787 -4.041 -1.248 1.034
O -1.4474 2.0721 0.3415 0.824 -0.305 0.196
O -3.6752 0.6371 0.6685 -0.209 -0.831 0.457
N 0.5577 0.1613 -0.6970 0.321 2.247 -1.527
C 1.7845 3.2054 0.2786 -1.857 0.787 2.006
H 1.8224 -0.3779 1.9322 -0.289 -0.931 -0.873
O -4.0472 -1.5302 1.0804 -0.173 -0.217 -0.086
H -3.0042 -2.0810 -1.1941 0.544 1.612 -0.030
H -3.1506 -0.2317 -1.6821 0.349 -0.743 -0.121
H 2.8197 -0.7473 0.5364 -1.966 -0.966 0.574
H -0.9860 0.8463 -1.8927 -1.411 3.506 -3.228
C -3.5946 -0.6718 0.3865 1.372 0.902 -1.219
N -1.4144 -0.7553 -0.7492 4.123 0.764 0.427
H 1.1374 1.0229 -0.7752 0.167 -0.771 0.427
C -0.5868 -1.3872 0.1605 -1.224 -3.259 0.572
O 2.0424 2.2756 -0.4159 0.714 -0.661 -0.993
C 0.6308 -0.8236 0.2058 0.155 -1.394 0.927
S -2.8397 1.8985 -0.2257 -1.065 0.738 -0.492
C -0.6502 0.2287 -1.2161 0.348 -3.067 2.494
H 2.0494 -2.1176 1.5277 -0.949 1.122 -1.123
H 0.8919 3.2064 1.0186 1.061 -0.112 -1.104
C 1.8240 -1.1068 1.0542 2.904 1.525 1.048

12
Properties=species:S:1:pos:R:3:forces:R:3 method="wB97M-V/def2-TZVPD" relative_energy_kj_mol=1003.8 lumo_energy_ev="0.3 / 0.6" gap_ev="8.934 / 8.807"
C 2.2427 0.3189 0.2977 -1.630 -1.684 0.256
N -2.9935 0.3898 0.2787 -2.038 -1.711 0.385
O -1.7804 0.6548 0.1900 2.797 2.297 0.644
H 3.5125 1.7949 -0.5849 0.635 0.169 -0.440
H -3.2191 -0.3826 0.9105 0.059 0.377 0.863
N 0.5028 -0.9683 -0.5012 -3.314 -1.107 1.046
C 3.1338 0.8597 -0.2757 1.443 1.757 -0.384
H 0.6569 -0.3581 1.3238 -0.241 -0.022 0.370
O -0.7437 -1.0905 -0.1633 1.760 -1.157 -1.238
H -3.3130 0.0660 -0.5971 -1.190 0.080 -1.675
N 1.2776 -0.5680 0.5640 1.209 0.415 0.661
H 0.7234 -0.7167 -1.4425 0.508 0.585 -0.490

20
Properties=species:S:1:pos:R:3:forces:R:3 method="wB97M-V/def2-TZVPD" relative_energy_kj_mol=156.2 lumo_energy_ev=0.9 gap_ev=9.572 smiles="C=CC=C.CNC"
H -2.7465 0.3340 0.3063 0.166 0.102 -0.006
C -2.4144 -0.5971 -0.1489 -0.263 -0.286 0.009
H -0.4848 -0.0237 -0.2994 -0.038 0.057 -0.133
H -3.2146 -0.9238 -0.8160 0.001 0.027 -0.103
N -1.1880 -0.4287 -0.9068 -0.115 0.040 0.255
H 2.7515 1.4404 -1.6844 0.008 -0.068 0.092
H -2.3501 -1.3664 0.6383 0.099 0.078 0.053
C 0.5303 1.3026 2.2849 -0.179 0.147 0.039
C 2.4334 0.8551 -0.8284 0.038 0.113 -0.293
H -1.4431 -2.1176 -2.0945 0.019 -0.119 0.034
H 0.2125 -1.5186 -1.9815 0.037 -0.072 -0.075
C 1.7423 1.4137 0.1553 0.014 0.042 0.191
H 1.5110 2.4717 0.1188 -0.022 0.082 -0.078
H 0.2903 2.3593 2.2336 0.008 -0.024 -0.014
H -0.4689 -2.4264 -0.6238 -0.135 -0.120 -0.016
H 0.1448 0.7539 3.1313 0.041 -0.033 0.070
H 1.4633 -0.3460 1.4315 0.064 -0.066 -0.121
H 2.6883 -0.1950 -0.8348 -0.001 -0.119 0.078
C 1.2426 0.7118 1.3336 0.064 -0.093 0.064
C -0.7001 -1.6992 -1.4150 0.195 0.310 -0.047

71
Properties=species:S:1:pos:R:3:forces:R:3 method="wB97M-V/def2-TZVPD" relative_energy_kj_mol=13.9 lumo_energy_ev=-2.6 gap_ev=8.568 charge=+1
H 4.1719 -1.2005 -1.9232 0.008 0.017 -0.008
H -4.1860 2.2901 2.5401 -0.034 -0.005 0.082
H 4.5132 1.2962 3.9683 -0.004 0.007 -0.025
H -3.4590 -2.1359 -0.9621 0.015 0.004 -0.004
H -0.2912 -3.7010 -2.2614 0.003 -0.038 0.013
H -0.2259 1.1069 -5.3706 -0.024 -0.008 -0.036
H 0.1228 2.4142 1.6750 0.020 -0.008 0.010
C 4.1702 2.6549 -2.2113 -0.037 0.046 0.018
C 1.4003 0.7662 3.1869 0.421 0.114 -0.140
C 3.2268 -0.8346 3.3735 -0.029 0.101 0.083
H -1.8655 -3.6572 -4.2494 0.015 -0.003 0.007
H 3.5081 1.2360 5.4175 0.005 -0.006 0.013
H 2.2578 2.5585 -1.2461 0.013 0.001 -0.012
H -2.8787 -2.2849 1.7167 0.017 -0.020 0.078
H -0.2494 1.0439 -2.9050 -0.002 0.022 0.014
H -5.1013 1.1281 3.5113 0.066 0.014 0.009
H 6.1082 -0.0279 -2.9689 -0.041 0.031 0.016
H -0.4729 1.7495 5.2240 -0.019 -0.013 -0.023
H 4.1813 3.7333 -2.2996 0.000 -0.045 0.002
H 0.9674 -0.0678 -3.5039 0.007 -0.005 0.002
C 3.4964 1.4166 4.3407 -0.115 -0.099 0.001
O 1.8681 -1.3429 -0.9153 0.088 0.136 -0.007
C -3.5030 -2.3697 -2.0284 0.003 0.024 -0.064
H -1.7630 0.4265 -4.8595 -0.019 0.010 0.013
H -6.2165 -0.3810 1.4385 0.052 -0.043 -0.070
H -5.4976 0.4006 0.0236 -0.051 -0.046 0.029
C -4.1395 1.3114 3.0234 -0.059 0.167 0.120
H 0.5891 3.1666 5.3015 -0.001 0.006 -0.019
C 5.2595 0.5275 -2.5913 0.008 -0.064 -0.001
H -0.4924 -0.6245 -5.4880 0.006 -0.037 -0.005
N 0.8509 1.9714 3.5896 -0.025 -0.209 0.056
H -3.6800 -1.9515 3.2485 0.033 0.017 -0.056
H 3.1673 2.4322 4.1504 -0.041 0.047 -0.010
H -0.6572 -2.7740 -5.1801 0.006 0.009 0.002
C -0.1703 -2.9689 -3.0603 0.038 -0.027 0.024
O 0.9932 0.6246 -0.4260 -0.067 -0.191 -0.040
C -2.7538 -1.3212 -2.8473 -0.112 -0.080 0.139
H 2.5365 -1.4429 2.8038 -0.041 -0.014 -0.021
C -0.6883 0.2525 -4.8753 0.070 0.091 0.010
As -0.8790 -1.2912 -2.3787 -0.006 -0.008 -0.153
Si -3.8102 0.0062 1.7559 0.273 0.110 -0.307
C 0.5364 2.1174 5.0118 0.106 0.100 -0.053
C 5.2410 1.9123 -2.6884 -0.001 -0.020 -0.003
C -3.0307 -1.5164 2.4818 0.031 -0.179 0.146
Se -2.3075 0.9114 0.2113 -0.351 0.332 -0.056
Cl 6.5769 2.7282 -3.4205 -0.008 -0.008 0.010
H 4.1475 -0.7065 2.8031 0.007 -0.011 -0.029
N 2.6349 0.4702 3.6430 -0.051 -0.075 0.116
H -2.0736 -1.2862 2.9618 -0.041 -0.048 -0.011
C 3.1011 1.9982 -1.6271 0.018 0.047 0.017
H -4.5551 -2.4041 -2.3139 0.019 0.007 0.018
Bi -0.4208 -0.8376 0.3595 0.449 -0.203 0.094
H -3.3665 1.3448 3.7926 0.008 0.032 -0.016
H -2.8271 -1.5146 -3.9157 -0.041 0.003 -0.050
H -0.3405 3.5452 2.9544 0.006 -0.019 0.015
H 0.9016 -2.7965 -3.1581 0.034 -0.034 -0.020
C 1.9540 -0.1079 -0.9273 -0.048 0.025 0.068
C -5.3403 -0.3697 0.7821 -0.227 -0.033 -0.027
C 4.1840 -0.1219 -2.0102 0.049 -0.011 -0.019
H -5.2763 -1.3371 0.2801 -0.021 0.058 -0.011
H -1.1354 1.9627 2.8306 -0.006 0.001 0.009
O 0.8243 0.0078 2.3818 -0.259 -0.042 -0.051
H 1.2343 1.5556 5.6240 0.057 -0.017 0.010
C 3.1044 0.6101 -1.5259 -0.081 -0.005 0.020
H -3.0907 -3.3701 -2.1734 0.000 0.003 -0.001
C -0.7966 -3.4711 -4.3559 0.067 -0.081 -0.002
H -3.1352 -0.3204 -2.6500 -0.060 0.036 -0.010
C -0.1856 2.4929 2.7145 -0.071 0.068 0.062
H 3.4672 -1.3420 4.3095 0.009 0.028 0.013
H -0.3273 -4.4143 -4.6414 -0.036 0.027 -0.015
C -0.1067 0.1232 -3.4717 0.003 0.021 0.031